No. 1
This record from the OMol25 dataset describes an isolated molecule of C6H13N. The level of theory is ωB97M-V with the def2-TZVPD basis set.

```
20
Properties=species:S:1:pos:R:3:forces:R:3:mulliken_charge:R:1
C -0.52625 -0.46114 -2.82525 0.075 -0.010 -0.039 -1.2485
C -0.70818 -0.16937 -1.34000 -0.112 -0.052 0.142 -0.1152
C 0.55017 0.37512 -0.69397 -0.311 0.176 0.372 -0.6947
N 0.24417 0.96345 0.65542 0.234 0.106 1.061 0.0460
C 1.46691 1.23661 1.40706 1.606 -0.604 -0.064 -0.8281
C -0.04454 0.46858 1.96167 -3.791 -1.233 -1.688 -0.2433
C -0.45304 -0.93954 2.26737 0.438 -0.186 0.091 -1.0203
H 0.29104 -1.17469 -2.98741 -0.155 0.079 -0.021 0.3213
H -0.27769 0.45929 -3.36990 -0.050 -0.184 0.083 0.3186
H -1.43972 -0.87744 -3.26421 0.188 0.062 0.068 0.3533
H -1.49223 0.58504 -1.20167 0.028 -0.197 -0.002 0.2906
H -1.01272 -1.07077 -0.79555 -0.101 0.086 -0.157 0.2030
H 0.89580 1.24535 -1.28369 -0.047 -0.279 0.265 0.3497
H 1.39300 -0.35876 -0.74262 -0.506 0.193 0.555 0.3171
H 1.13530 1.97941 2.15826 1.492 -0.654 -0.085 0.2924
H 2.25245 1.68346 0.80000 0.406 -0.458 -0.483 0.4299
H 1.81897 0.01779 1.67997 0.422 3.253 0.321 0.2551
H 0.25729 -1.21549 3.04677 0.083 -0.279 0.191 0.3469
H -1.39022 -0.83472 2.84306 0.211 -0.094 -0.487 0.2981
H -0.48989 -1.76322 1.54042 -0.111 0.275 -0.122 0.3280
```
Positions in Å, forces in eV/Å.

The value obtained for the orbital gap is 0.3059 Ha. The energy relative to the best compared isomer or geometry (same formula, charge and spin) comes out at 567.0 kJ/mol. The calculation puts the maximum force at 4.33 eV/Å. The electronic energy comes out at -290.94279 Ha.

No. 2
This record from the OMol25 dataset describes an isolated molecule of C14H22N6O. The level of theory is ωB97M-V with the def2-TZVPD basis set.

```
43
Properties=species:S:1:pos:R:3:forces:R:3:mulliken_charge:R:1
H 2.65626 -1.36795 4.80901 -0.337 -0.892 -1.221 0.3126
N 2.52438 -2.35743 4.50555 -0.734 -1.096 0.082 -0.8882
C 2.02370 -2.65173 3.33673 1.638 1.280 1.852 -0.2016
C 1.89469 -1.72460 2.30025 -0.405 2.518 -1.505 -0.0773
C 2.51202 -0.54174 2.04662 -0.074 -1.908 2.284 -0.2455
N 3.54205 -0.09707 2.88313 -0.238 -0.408 -0.216 -0.4951
C 2.03558 0.09324 0.79705 0.939 2.820 -3.219 0.4781
O 2.87097 0.38274 -0.09016 -0.918 -0.794 1.713 -0.6858
N 0.68926 0.43881 0.53561 3.811 -1.242 0.239 0.1790
C -0.28320 0.57247 1.56466 -0.918 1.672 0.432 -0.4019
C -1.09184 1.86846 1.20058 1.551 0.871 -0.628 -0.9601
C -0.41549 2.41333 -0.16894 -0.516 -3.253 0.268 -0.0007
N -1.41260 2.67823 -1.16516 -0.771 0.722 -1.662 0.8230
C -2.58477 1.90562 -1.41314 1.736 2.557 0.023 -0.5092
C -3.38768 2.75117 -2.12328 0.290 0.921 -0.349 0.3072
N -4.58571 2.45235 -2.70541 -0.268 -2.606 2.539 -0.4649
C -2.70709 4.01234 -2.26419 2.629 -3.093 0.892 -0.5940
N -1.41945 3.87852 -1.83820 -2.577 -0.682 2.255 -1.0202
C 0.41271 1.20201 -0.66857 -2.276 -1.200 -0.095 -1.0526
C 1.72251 -4.03504 2.88974 0.930 -1.403 -1.091 0.5078
C 2.72603 -4.49290 1.79084 -0.124 1.751 -0.764 -1.3661
C 0.29205 -4.36793 2.51767 -1.415 -0.047 1.732 -1.2777
H 1.26293 -1.97592 1.49908 -1.135 -0.595 -0.785 0.6584
H 4.12767 0.62335 2.49696 0.239 -0.059 -0.011 0.2405
H 4.01563 -0.83302 3.48919 -0.933 1.370 -1.440 0.2779
H 0.26093 0.75453 2.47847 -0.126 -0.180 0.544 0.4190
H -0.94974 -0.26411 1.71589 -0.087 -0.483 -0.209 0.1725
H -2.15925 1.72609 1.05592 0.101 -0.137 -0.006 0.3793
H -0.94309 2.62325 1.98967 -0.223 -0.276 -0.295 0.2678
H 0.33023 3.15763 -0.03637 -0.224 1.391 0.144 0.4997
H -2.72927 0.88859 -1.14130 0.132 -0.436 0.302 0.4353
H -4.89591 2.98765 -3.42416 -0.995 1.492 -2.343 0.1954
H -4.91070 1.48369 -2.63775 0.160 0.981 -0.272 0.1944
H -3.04977 4.96760 -2.45827 -0.691 1.495 -1.209 0.4960
H -0.24141 0.53417 -1.26404 -0.088 0.468 0.061 0.4243
H 1.17024 1.46414 -1.38783 0.939 0.005 0.682 0.3837
H 1.97634 -4.61045 3.70211 0.483 -1.454 2.162 0.6199
H 2.94175 -5.55287 1.76803 -0.179 -0.233 0.244 0.3793
H 2.33280 -4.19762 0.78109 0.442 -0.246 0.764 0.3066
H 3.66535 -3.93182 1.95125 -0.202 -0.475 -0.236 0.3307
H 0.12289 -4.60515 1.48377 0.173 -0.206 -0.515 0.3572
H -0.26938 -3.44640 2.72050 -0.511 -0.417 -0.003 0.3220
H -0.15059 -5.22111 3.17075 0.772 1.508 -1.137 0.2732
```
Positions in Å, forces in eV/Å.

The value obtained for the orbital gap is 0.2994 Ha. The energy relative to the best compared isomer or geometry (same formula, charge and spin) comes out at 180.5 kJ/mol. Its SMILES is [H]/N=C(\C=C(/N)C(=O)N1CC[C@H](n2cc(N)cn2)C1)C(C)C. The calculation puts the maximum force at 4.38 eV/Å. The electronic energy comes out at -950.32729 Ha.